P.
Computed, not measured: a 2-piece molecular cluster, C3H11NO2S overall, with wB97M-V/def2-TZVPD.

```
! RIJCOSX wB97M-V def2-TZVPD def2/J DEFGRID3
* xyz 0 1
S -2.885 0.670 -0.442
O -0.985 2.288 2.718
O 2.472 -1.879 0.216
N 0.782 -0.793 -1.112
C -0.329 -0.095 -0.463
C 2.046 -0.634 -0.328
C -1.610 -0.278 -1.366
H -0.341 -0.328 0.643
H 0.654 -1.884 -1.092
H 1.995 0.165 0.454
H -2.156 -1.248 -1.395
H -1.286 0.262 -2.202
H 2.884 -1.727 1.074
H -0.118 0.977 -0.692
H -1.704 1.583 2.506
H 2.859 -0.478 -1.056
H -2.041 1.650 -0.148
H -0.235 1.749 2.685
*
```

Values from the calculation:
**Frontier orbital gap**: 9.572 eV
**SMILES**: OCNCCS.O
**LUMO**: 0.46 eV

Partial charges, natural (NBO), in e: S -0.064; O -0.928; O -0.741; N -0.652; C -0.231; C 0.087; C -0.500; H 0.178; H 0.371; H 0.152; H 0.233; H 0.226; H 0.476; H 0.189; H 0.471; H 0.165; H 0.113; H 0.457

Q.
Computed, not measured: a 3-piece molecular cluster, C3H11NO2S overall, with wB97M-V/def2-TZVPD.

```
! RIJCOSX wB97M-V def2-TZVPD def2/J DEFGRID3
* xyz 0 1
S 1.498 -1.751 0.656
O 0.480 0.379 2.610
O -1.682 0.236 -1.089
N 0.679 1.376 -1.789
C 0.652 0.531 -0.549
C 1.157 -0.835 -0.825
C -0.896 0.343 -0.067
H -3.201 -2.083 0.749
H -3.146 -1.722 0.105
H 0.474 -1.398 -1.462
H -0.829 -0.543 0.647
H 0.917 -0.376 2.153
H -1.112 1.209 0.595
H -0.278 1.242 -2.113
H 2.081 -0.740 -1.427
H 1.196 0.710 3.158
H 0.768 2.348 -1.517
H 1.241 1.075 0.165
*
```

Values from the calculation:
**Frontier orbital gap**: 4.965 eV
**LUMO**: -4.18 eV

Partial charges, natural (NBO), in e: S 0.061; O -0.969; O -0.479; N -0.795; C -0.018; C -0.632; C -0.044; H -0.009; H 0.007; H 0.261; H 0.240; H 0.460; H 0.156; H 0.382; H 0.317; H 0.468; H 0.364; H 0.229

R.
Computed, not measured: a 2-piece molecular cluster, C3H11NO2S overall, with wB97M-V/def2-TZVPD.

```
! RIJCOSX wB97M-V def2-TZVPD def2/J DEFGRID3
* xyz 0 1
S 2.372 0.243 -0.592
O -2.153 1.407 1.994
O -0.577 -3.632 -2.191
N -0.977 1.356 -0.668
C 0.898 -0.203 0.472
C -1.259 0.315 1.617
C -0.201 0.865 0.582
H 1.539 0.899 -1.418
H -0.779 -3.491 -1.213
H 1.200 -0.550 1.515
H -0.673 2.217 -1.304
H -0.819 0.008 2.603
H -1.860 -0.456 1.087
H -2.303 1.969 1.161
H 0.504 -1.000 -0.258
H -1.559 0.647 -1.038
H -1.369 -3.357 -2.688
H 0.221 1.671 1.257
*
```

Values from the calculation:
**Frontier orbital gap**: 9.362 eV
**SMILES**: N[C@@H](CO)CS.O
**LUMO**: 0.40 eV

Partial charges, natural (NBO), in e: S -0.061; O -0.742; O -0.943; N -0.925; C -0.528; C -0.067; C -0.096; H 0.122; H 0.472; H 0.241; H 0.416; H 0.198; H 0.154; H 0.481; H 0.217; H 0.376; H 0.471; H 0.214

S.
Computed, not measured: a 2-piece molecular cluster, C3H11NO2S overall, with wB97M-V/def2-TZVPD.

```
! RIJCOSX wB97M-V def2-TZVPD def2/J DEFGRID3
* xyz 0 1
S 1.936 2.096 -0.659
O -3.485 0.477 -0.600
O -1.923 -1.477 0.372
N 0.499 -1.491 0.624
C 0.532 -0.031 0.509
C -0.784 -2.106 0.941
C 1.812 0.342 -0.221
H 1.821 2.577 0.587
H -0.675 -3.142 0.630
H -2.774 0.281 0.027
H -0.344 0.345 -0.011
H 0.609 0.347 1.525
H -3.227 1.240 -1.131
H 2.668 0.068 0.375
H -0.945 -2.020 2.008
H 0.813 -1.896 -0.250
H 1.836 -0.190 -1.167
H -2.095 -1.763 -0.532
*
```

Values from the calculation:
**Frontier orbital gap**: 9.891 eV
**SMILES**: OCNCCS.O
**LUMO**: 0.63 eV

Partial charges, natural (NBO), in e: S -0.035; O -0.961; O -0.754; N -0.632; C -0.236; C 0.091; C -0.512; H 0.117; H 0.166; H 0.490; H 0.185; H 0.191; H 0.467; H 0.220; H 0.167; H 0.342; H 0.211; H 0.483

Referenced to the most stable arrangement, the calculated values in hartree are P 0.0502; Q 0.2129; R 0.0474; S 0.0000.

P.
Computed, not measured: one molecule with the formula C4H5NO2, with wB97M-V/def2-TZVPD.

```
! RIJCOSX wB97M-V def2-TZVPD def2/J DEFGRID3
* xyz 0 1
O 2.225 -0.953 0.004
O 0.121 -1.719 -0.303
N 1.077 1.677 0.305
C 0.334 0.556 0.021
C -0.957 0.348 -0.256
C 1.041 -0.755 -0.080
C -1.186 -1.134 -0.294
H -1.745 1.080 -0.388
H -1.748 -1.508 -1.153
H 0.572 2.425 0.757
H -1.685 -1.472 0.623
H 1.953 1.455 0.763
*
```

Values from the calculation:
**Frontier orbital gap**: 9.832 eV
**SMILES**: NC1=CCOC1=O
**LUMO**: 0.88 eV

Partial charges, natural (NBO), in e: O -0.572; O -0.472; N -0.790; C 0.062; C -0.280; C 0.739; C -0.085; H 0.223; H 0.198; H 0.384; H 0.194; H 0.400

Q.
Computed, not measured: one molecule with the formula C4H5NO2, with wB97M-V/def2-TZVPD.

```
! RIJCOSX wB97M-V def2-TZVPD def2/J DEFGRID3
* xyz 0 1
O 1.954 1.189 0.165
O 2.011 0.587 2.444
N 0.841 -1.239 -0.648
C -1.492 -0.389 -0.595
C 1.563 0.795 1.363
C 0.502 0.874 0.367
C -0.006 -0.346 -0.344
H -2.015 -0.744 0.299
H -0.128 1.762 0.332
H -1.725 -1.069 -1.418
H -1.893 0.600 -0.837
H 0.387 -2.019 -1.128
*
```

Values from the calculation:
**Frontier orbital gap**: 11.023 eV
**SMILES**: [H]/N=C(\C)[C@@H]1OC1=O
**LUMO**: 0.67 eV

Partial charges, natural (NBO), in e: O -0.419; O -0.518; N -0.577; C -0.686; C 0.796; C -0.100; C 0.261; H 0.240; H 0.208; H 0.230; H 0.225; H 0.339

R.
Computed, not measured: one molecule with the formula C4H5NO2, with wB97M-V/def2-TZVPD.

```
! RIJCOSX wB97M-V def2-TZVPD def2/J DEFGRID3
* xyz 0 1
O -2.068 0.101 1.152
O 0.376 -0.983 -0.906
N 1.628 0.027 0.697
C -0.378 0.198 -0.565
C 0.533 0.960 0.411
C 1.443 -0.968 -0.058
C -1.676 -0.280 0.078
H -0.012 1.210 1.326
H 0.938 1.881 -0.017
H -2.247 -1.024 -0.506
H -0.605 0.732 -1.494
H 2.068 -1.853 -0.117
*
```

Values from the calculation:
**Frontier orbital gap**: 10.583 eV
**SMILES**: O=C[C@H]1CN=CO1
**LUMO**: 0.69 eV

Partial charges, natural (NBO), in e: O -0.495; O -0.490; N -0.445; C -0.045; C -0.288; C 0.370; C 0.424; H 0.236; H 0.208; H 0.122; H 0.210; H 0.193

S.
Computed, not measured: one molecule with the formula C4H5NO2, with wB97M-V/def2-TZVPD.

```
! RIJCOSX wB97M-V def2-TZVPD def2/J DEFGRID3
* xyz 0 1
O 1.088 -1.306 0.088
O -1.517 0.903 -0.208
N 1.885 0.030 -0.068
C -0.269 -0.691 -0.162
C -0.108 0.644 0.353
C -1.789 -0.596 0.124
C 1.121 1.101 -0.155
H 1.723 1.961 0.178
H -2.152 -0.871 1.017
H -2.320 -0.973 -0.812
H -0.368 -0.524 -1.291
H -0.386 0.674 1.384
*
```

Values from the calculation:
**Frontier orbital gap**: 10.639 eV
**SMILES**: C1=NO[C@H]2CO[C@H]12
**LUMO**: 0.28 eV

Partial charges, natural (NBO), in e: O -0.374; O -0.523; N -0.013; C 0.035; C -0.024; C -0.073; C -0.052; H 0.244; H 0.187; H 0.209; H 0.175; H 0.208

Referenced to the most stable arrangement, the calculated values in hartree are P 0.0000; Q 0.0600; R 0.0351; S 0.2525.

P.
Computed, not measured: one molecule with the formula C4H5NO2, with wB97M-V/def2-TZVPD.

```
! RIJCOSX wB97M-V def2-TZVPD def2/J DEFGRID3
* xyz 0 1
O -1.356 -0.500 0.861
O 0.770 2.291 0.384
N 1.111 0.083 -0.117
C -0.752 -1.561 0.411
C 0.516 -1.223 -0.366
C -1.115 0.791 0.221
C 0.354 1.166 0.185
H -1.498 0.644 -0.792
H 0.384 -1.427 -1.443
H 1.181 -2.001 0.014
H 2.117 0.198 -0.099
H -1.711 1.538 0.741
*
```

Values from the calculation:
**Frontier orbital gap**: 9.459 eV
**LUMO**: 0.56 eV

Partial charges, natural (NBO), in e: O -0.459; O -0.591; N -0.615; C 0.316; C -0.419; C -0.200; C 0.637; H 0.206; H 0.230; H 0.247; H 0.414; H 0.234

Q.
Computed, not measured: one molecule with the formula C4H5NO2, with wB97M-V/def2-TZVPD.

```
! RIJCOSX wB97M-V def2-TZVPD def2/J DEFGRID3
* xyz 0 1
O -0.274 1.820 1.090
O -1.144 -2.154 1.498
N 0.930 1.550 -0.786
C -0.230 -0.370 0.179
C -0.836 -0.970 1.402
C 0.120 1.077 0.199
C -0.081 -1.161 -0.898
H -0.994 -0.270 2.240
H -0.373 -2.209 -0.863
H 1.382 0.974 -1.480
H 1.197 2.525 -0.733
H 0.303 -0.811 -1.847
*
```

Values from the calculation:
**Frontier orbital gap**: 9.486 eV
**SMILES**: C=C(C=O)C(N)=O
**LUMO**: -0.49 eV

Partial charges, natural (NBO), in e: O -0.601; O -0.517; N -0.816; C -0.251; C 0.404; C 0.639; C -0.236; H 0.153; H 0.230; H 0.395; H 0.411; H 0.189

Referenced to the most stable arrangement, the calculated values in hartree are P 0.0796; Q 0.0000.

P.
Computed, not measured: one molecule with the formula C4H5NO2, with wB97M-V/def2-TZVPD.

```
! RIJCOSX wB97M-V def2-TZVPD def2/J DEFGRID3
* xyz 0 1
O -1.237 0.968 0.026
O -1.902 -2.416 0.580
N 0.238 -0.817 -0.272
C 1.312 0.034 -0.577
C 1.942 0.854 0.275
C -2.072 -1.258 0.291
C -0.901 -0.335 0.004
H 1.643 0.971 1.318
H 2.856 1.356 -0.035
H -3.080 -0.794 0.183
H 1.638 -0.037 -1.617
H -0.436 1.473 -0.175
*
```

Values from the calculation:
**Frontier orbital gap**: 9.521 eV
**SMILES**: C=C/N=C(\O)C=O
**LUMO**: -0.12 eV

Partial charges, natural (NBO), in e: O -0.668; O -0.447; N -0.449; C -0.046; C -0.474; C 0.369; C 0.456; H 0.206; H 0.214; H 0.131; H 0.207; H 0.501

Q.
Computed, not measured: one molecule with the formula C4H5NO2, with wB97M-V/def2-TZVPD.

```
! RIJCOSX wB97M-V def2-TZVPD def2/J DEFGRID3
* xyz 0 1
O 0.833 -1.057 -0.923
O 1.718 1.709 1.128
N 0.040 -1.312 0.276
C 0.593 -0.003 -0.052
C 1.765 0.601 0.652
C -0.747 0.641 -0.332
C -1.308 -0.786 -0.170
H 2.668 -0.038 0.692
H -1.627 -1.295 -1.080
H -0.847 1.145 -1.295
H -1.041 1.309 0.481
H -2.048 -0.916 0.623
*
```

Values from the calculation:
**Frontier orbital gap**: 10.847 eV
**SMILES**: O=C[C@]12CCN1O2
**LUMO**: 0.37 eV

Partial charges, natural (NBO), in e: O -0.362; O -0.484; N -0.101; C 0.214; C 0.411; C -0.447; C -0.250; H 0.135; H 0.214; H 0.227; H 0.234; H 0.211

Referenced to the most stable arrangement, the calculated values in hartree are P 0.0000; Q 0.0765.